Model 1:
Molecular formula: C5H14
Method: DFT, ωB97M-V/def2-TZVPD

```
19
Properties=species:S:1:pos:R:3
C 1.7387 0.3677 0.8104
C 1.0049 1.6619 0.5193
C 1.5548 -0.1605 2.2322
H 1.2173 -0.3574 0.1729
H 2.7816 0.4989 0.5286
H 0.4431 1.6335 -0.3952
H 1.7213 2.4951 0.5851
H 2.2322 -0.9462 2.5670
H 1.6648 0.7143 2.8615
H 0.3686 2.0678 1.3284
H 0.4995 -0.4176 2.4168
C -1.4259 -0.8689 -1.0417
C -2.3673 -1.0076 -2.2458
H -1.2823 0.1629 -0.7108
H -1.8150 -1.3407 -0.1394
H -0.5130 -1.2287 -1.4948
H -1.9788 -1.8575 -2.8306
H -2.4290 -0.1216 -2.9082
H -3.4154 -1.2954 -2.2553
```

Multiplicity = 1
SMILES string = CCC.CC
HOMO = -0.4088 Eh
Net charge = 0
LUMO = 0.0408 Ha
Kohn-Sham gap = 12.23 eV

In the Mulliken picture, each atom carries the following charge in e:
1 C 0.128
2 C -1.183
3 C -1.165
4 H -0.008
5 H 0.341
6 H 0.276
7 H 0.361
8 H 0.331
9 H 0.323
10 H 0.335
11 H 0.272
12 C -0.515
13 C -1.002
14 H 0.112
15 H 0.286
16 H 0.250
17 H 0.249
18 H 0.264
19 H 0.345

***

Model 2:
Molecular formula: C5H14
Method: DFT, ωB97M-V/def2-TZVPD

```
19
Properties=species:S:1:pos:R:3
C -1.4658 0.5187 -3.4022
C -1.3376 1.1902 -2.0471
H -1.0001 1.1482 -4.1638
H -0.9785 -0.4570 -3.4469
H -2.4957 0.3867 -3.7348
H -2.1179 0.9628 -1.3103
H -1.3617 2.2798 -2.1234
H -0.4033 0.8947 -1.5788
C 1.1113 -1.0434 1.5226
C 0.9987 0.4037 1.0467
C 0.8529 -1.1793 3.0353
H 0.3675 -1.6434 0.9909
H 2.1289 -1.3752 1.3237
H 0.7953 0.4718 -0.0219
H 1.9462 0.9318 1.1661
H 1.2714 -0.2927 3.5135
H -0.2137 -1.2066 3.2544
H 0.2332 1.0010 1.5491
H 1.3938 -2.0255 3.4552
```

Multiplicity = 1
SMILES string = CCC.CC
HOMO = -0.4204 Eh
Net charge = 0
LUMO = 0.0419 Ha
Kohn-Sham gap = 12.58 eV

In the Mulliken picture, each atom carries the following charge in e:
1 C -0.888
2 C -0.460
3 H 0.255
4 H 0.307
5 H 0.278
6 H 0.298
7 H 0.305
8 H -0.062
9 C -0.187
10 C -0.917
11 C -1.121
12 H 0.286
13 H 0.243
14 H 0.048
15 H 0.338
16 H 0.309
17 H 0.300
18 H 0.341
19 H 0.328

***

The most stable structure shown above is model 2; the least stable is model 1.